No. 1
{
  "formula": "C24H52BO11S5",
  "method": "the ωB97M-V functional and the def2-TZVPD basis",
  "symbols": ["S", "S", "S", "S", "S", "O", "O", "O", "O", "O", "O", "O", "O", "O", "O", "O", "C", "C", "C", "C", "C", "C", "C", "C", "C", "C", "C", "C", "C", "C", "C", "C", "C", "C", "C", "C", "C", "C", "C", "C", "B", "H", "H", "H", "H", "H", "H", "H", "H", "H", "H", "H", "H", "H", "H", "H", "H", "H", "H", "H", "H", "H", "H", "H", "H", "H", "H", "H", "H", "H", "H", "H", "H", "H", "H", "H", "H", "H", "H", "H", "H", "H", "H", "H", "H", "H", "H", "H", "H", "H", "H", "H", "H"],
  "positions_angstrom": [[0.505, 3.290, -2.665], [-3.370, 0.010, -0.796], [6.115, -0.038, 6.141], [-8.343, 1.313, -1.327], [2.349, -1.740, -3.461], [-8.878, 2.559, -1.814], [5.256, 0.951, 5.552], [1.563, -1.054, -2.482], [0.191, 3.947, -1.421], [-7.347, 1.316, -0.292], [-3.750, 0.047, -2.194], [1.809, -2.003, 2.156], [7.543, 0.048, 5.968], [-3.537, -1.240, -0.094], [-0.563, 2.711, -3.443], [3.767, -1.497, -3.561], [-1.940, 2.009, 0.225], [-1.724, 0.689, -0.531], [-7.755, 0.326, -2.717], [-3.223, 1.855, 1.056], [2.741, 0.516, 3.345], [1.431, 4.419, -3.739], [1.982, -3.484, -3.345], [1.080, -2.859, -5.534], [1.714, 1.121, 2.404], [2.835, 3.820, -3.858], [5.707, -0.165, 7.887], [0.777, -3.666, -4.259], [4.593, -1.205, 7.926], [-9.710, 0.236, -0.881], [2.701, 2.302, -3.666], [-4.261, 1.278, 0.103], [3.091, -1.915, 2.655], [1.817, 2.107, -2.438], [-8.642, -0.922, -2.749], [5.501, -1.672, 5.679], [5.031, -2.331, 6.978], [3.676, -0.501, 2.695], [1.570, -1.480, -5.080], [-10.008, -0.530, -2.164], [1.686, -1.990, 0.652], [-6.699, 0.125, -2.544], [6.309, -2.195, 5.176], [2.209, 0.013, 4.159], [3.288, 4.075, -4.815], [-0.116, -3.275, -3.767], [2.401, -1.111, 0.140], [1.280, 2.025, 2.835], [-2.060, 2.825, -0.489], [0.200, -2.767, -6.170], [3.663, -0.759, 7.571], [4.426, -1.569, 8.940], [3.667, 1.820, -3.526], [-8.732, -1.305, -3.764], [-9.347, -0.420, -0.090], [2.063, -3.113, 0.190], [0.921, 0.419, 2.165], [0.502, -1.801, 0.362], [4.611, -0.556, 3.258], [5.850, -2.893, 7.433], [0.743, -0.794, -4.906], [-5.122, 0.805, 0.569], [-10.630, -1.402, -1.967], [1.810, -3.687, -2.287], [-4.595, 2.014, -0.627], [0.904, 4.432, -4.690], [-7.871, 0.948, -3.602], [3.086, -2.290, 3.695], [-1.268, 0.815, -1.512], [3.476, 4.223, -3.071], [-10.546, 0.115, -2.862], [0.607, -4.719, -4.476], [6.605, -0.500, 8.407], [1.395, 1.112, -2.333], [-10.517, 0.863, -0.511], [3.942, -0.171, 1.691], [2.223, 1.846, -4.538], [-8.193, -1.707, -2.139], [-1.154, -0.050, 0.035], [1.858, -3.362, -6.112], [5.421, 0.828, 8.227], [1.398, 5.405, -3.283], [3.344, 1.305, 3.798], [2.338, 2.375, -1.519], [-3.055, 1.168, 1.888], [4.685, -1.500, 4.980], [-3.558, 2.808, 1.467], [2.307, -1.023, -5.735], [2.859, -4.023, -3.705], [2.159, 1.390, 1.445], [4.219, -3.028, 6.779], [-1.073, 2.241, 0.841], [3.789, -2.552, 2.082]],
  "atomic_forces_ev_per_a": [[0.1466, 0.1929, -0.0125], [-0.3063, 0.0130, -0.0656], [-0.1797, -0.2994, 0.0672], [0.0415, -0.2089, -0.3156], [0.0063, -0.1197, -0.3255], [-0.0866, 0.0771, -0.0255], [0.0056, 0.2651, -0.0100], [-0.2464, 0.3699, 0.0920], [-0.0633, 0.0766, 0.0774], [0.0099, 0.0974, 0.3319], [0.0527, 0.0906, -0.0424], [-0.1880, 0.0848, -0.0866], [0.1241, 0.0011, 0.0219], [0.1293, -0.0681, 0.1137], [-0.0341, -0.1138, -0.0426], [0.0599, -0.0096, -0.0638], [-0.0333, -0.1340, -0.0401], [0.0513, -0.0518, -0.0251], [-0.0197, 0.0463, 0.0536], [0.0690, -0.0149, -0.0367], [0.1375, -0.1260, 0.1109], [-0.0106, -0.0957, 0.0282], [0.0938, -0.0067, 0.1352], [-0.0324, 0.0484, 0.0990], [-0.1313, 0.1310, -0.2346], [-0.0446, -0.0066, 0.0114], [0.0051, -0.0205, -0.0524], [0.0397, 0.0248, -0.0260], [0.0282, 0.0141, -0.0102], [0.0604, -0.0094, -0.0090], [-0.0344, -0.0445, 0.0605], [0.0343, -0.0071, 0.0463], [0.1182, -0.0265, -0.2277], [0.0923, 0.0130, -0.0207], [0.0056, 0.0664, 0.0066], [0.0892, 0.0639, 0.0655], [0.0095, 0.0503, -0.0252], [-0.1021, -0.0330, -0.0569], [0.0274, -0.1013, 0.0545], [0.0311, 0.0102, 0.0201], [0.2254, -0.1560, 0.0108], [0.0354, -0.0279, -0.0327], [-0.0127, -0.0332, -0.0108], [0.0038, 0.0462, 0.1515], [0.0179, -0.0087, 0.0012], [-0.0083, 0.0100, 0.0009], [-0.1259, -0.1004, 0.1091], [-0.0983, 0.0606, 0.0368], [0.0110, 0.0002, 0.0007], [-0.0047, -0.0163, -0.0225], [-0.0090, 0.0017, -0.0109], [-0.0144, -0.0143, 0.0041], [-0.0079, -0.0348, -0.0079], [-0.0007, -0.0234, -0.0019], [-0.0033, -0.0111, 0.0049], [-0.0748, 0.2390, 0.0085], [-0.0549, -0.1695, 0.0487], [0.0639, -0.0011, 0.0159], [0.1119, 0.1181, -0.0331], [0.0155, 0.0064, 0.0101], [0.0043, 0.0151, 0.0170], [0.0481, 0.0480, -0.0269], [-0.0039, -0.0126, -0.0127], [0.0006, -0.0062, 0.0159], [-0.0067, 0.0027, 0.0166], [-0.0189, -0.0195, -0.0038], [-0.0321, 0.0010, -0.0094], [-0.0587, -0.0843, 0.0525], [-0.0130, 0.0206, -0.0167], [0.0072, -0.0016, 0.0139], [-0.0010, 0.0081, -0.0092], [-0.0197, -0.0066, -0.0147], [-0.0008, -0.0191, 0.0064], [-0.0321, -0.0632, 0.0139], [-0.0164, 0.0043, -0.0154], [-0.0562, -0.0152, -0.1088], [0.0095, 0.0217, -0.0124], [0.0035, -0.0014, 0.0206], [-0.0353, -0.0174, 0.0222], [0.0238, -0.0086, 0.0204], [-0.0029, 0.0092, 0.0025], [0.0152, 0.0136, 0.0007], [-0.0220, 0.0671, 0.0073], [-0.0211, 0.0314, 0.0147], [0.0002, -0.0126, 0.0010], [-0.0009, -0.0256, 0.0662], [0.0290, 0.0033, 0.0128], [-0.0064, -0.0155, -0.0311], [-0.0001, -0.0253, 0.0046], [0.1418, 0.0847, -0.0176], [-0.0065, -0.0160, 0.0005], [0.0194, -0.0109, -0.0018], [0.0269, -0.0943, 0.0458]],
  "total_charge": -1,
  "spin_multiplicity": 1,
  "e_tot_ha": -3789.08240,
  "orbital_gap_ha": 0.2214,
  "homo_energy_ev": -3.97
}

---

No. 2
{
  "formula": "C24H52Br12N4O4",
  "method": "the ωB97M-V functional and the def2-TZVPD basis",
  "symbols": ["Br", "Br", "Br", "Br", "Br", "Br", "Br", "Br", "Br", "Br", "Br", "Br", "O", "O", "O", "O", "N", "N", "N", "N", "C", "C", "C", "C", "C", "C", "C", "C", "C", "C", "C", "C", "C", "C", "C", "C", "C", "C", "C", "C", "C", "C", "C", "C", "H", "H", "H", "H", "H", "H", "H", "H", "H", "H", "H", "H", "H", "H", "H", "H", "H", "H", "H", "H", "H", "H", "H", "H", "H", "H", "H", "H", "H", "H", "H", "H", "H", "H", "H", "H", "H", "H", "H", "H", "H", "H", "H", "H", "H", "H", "H", "H", "H", "H", "H", "H"],
  "positions_angstrom": [[-0.616, 0.114, 8.246], [-1.928, -3.098, 4.714], [-0.681, 8.012, 1.657], [4.823, 6.507, 4.211], [-5.490, 2.266, -5.479], [6.398, 7.004, 0.965], [-3.463, -6.633, -5.573], [-0.666, 4.415, 6.180], [-4.540, -4.507, 7.084], [-4.163, -0.997, -6.268], [-3.792, 4.490, 1.008], [-0.614, -4.795, -4.579], [8.813, 2.897, -3.323], [-7.430, -4.258, 0.582], [0.885, 1.430, 1.078], [6.148, -4.166, 2.177], [-7.973, -2.291, -0.390], [-0.438, 0.468, -0.506], [8.801, 2.096, -1.205], [4.611, -3.770, 0.544], [-1.451, -0.514, -0.741], [-8.149, -3.298, 0.462], [4.486, -5.205, 0.236], [5.000, 5.706, 1.568], [-1.518, 6.324, 1.040], [3.777, -2.813, -0.132], [-2.994, 6.308, 1.367], [-6.950, -2.345, -1.412], [-4.313, 1.889, -6.964], [-0.096, 0.766, 0.747], [-0.218, 1.945, 7.503], [-3.891, -3.155, 4.538], [-4.608, -4.411, 5.100], [0.466, 0.869, -1.574], [7.400, 1.523, -1.219], [9.451, 2.666, -2.265], [5.492, -3.370, 1.516], [-3.306, 0.802, -6.631], [5.390, 5.136, 2.891], [-8.828, -1.111, -0.323], [-1.699, -6.766, -6.435], [-0.913, -5.460, -6.401], [9.361, 1.967, 0.108], [-1.406, 2.624, 6.842], [4.816, 4.936, 0.818], [0.225, 0.140, -2.347], [3.488, -5.560, 0.494], [-1.700, 2.144, 5.908], [10.152, 2.692, 0.299], [5.551, -2.271, 1.517], [9.676, 0.955, 0.364], [-7.328, -2.532, -2.417], [-6.148, -3.074, -1.300], [-1.313, 6.236, -0.027], [-2.842, 1.096, -5.689], [-8.510, -0.385, 0.425], [3.864, -2.958, -1.208], [8.603, 2.103, 0.880], [6.467, 4.972, 2.873], [7.000, 1.587, -2.231], [-3.647, 6.965, 0.793], [-3.173, 6.528, 2.420], [-1.159, -7.506, -5.845], [-4.042, -3.260, 3.464], [0.118, -5.557, -6.742], [-3.839, 2.838, -7.214], [-6.449, -1.387, -1.549], [-4.220, -5.318, 4.635], [0.513, 1.863, -2.020], [-8.749, -0.676, -1.319], [-1.452, -4.692, -6.955], [10.513, 2.828, -2.025], [4.606, -5.351, -0.838], [0.174, 2.530, 8.334], [4.082, -1.781, 0.043], [-9.072, -3.081, 1.023], [-0.995, -1.456, -1.047], [1.484, 0.606, -1.288], [4.811, 4.218, 2.998], [-2.280, 2.840, 7.456], [5.230, -5.897, 0.631], [-1.997, -0.015, -1.541], [-2.123, -0.721, 0.092], [7.443, 0.492, -0.867], [-5.011, 1.658, -7.768], [-9.860, -1.411, -0.143], [0.567, 1.777, 6.766], [-2.531, 0.659, -7.385], [2.751, -2.974, 0.199], [-5.642, -4.271, 4.787], [-1.090, 5.434, 1.500], [4.029, 6.193, 1.660], [-4.320, -2.241, 4.949], [6.658, 1.828, -0.482], [-0.764, 0.196, 1.410], [-1.738, -7.197, -7.436]],
  "atomic_forces_ev_per_a": [[-0.0577, 1.0406, -0.4619], [-0.6885, -0.0678, 0.1956], [-0.3708, -0.8603, -0.1720], [0.5442, -0.8818, 0.0090], [-0.0391, 0.0944, 0.3238], [-0.9752, -0.6870, 0.0582], [0.5292, -0.0101, -0.6552], [-0.5563, -0.9712, 0.4804], [-0.0379, -0.0753, -1.0708], [0.5922, 1.2039, -0.3718], [0.5710, 0.8318, 0.2018], [-0.2115, -0.0559, -0.1837], [2.4451, -0.3214, 2.0748], [0.1167, -0.6634, 0.2168], [-1.1203, -0.3546, -0.1232], [-0.3542, 1.2702, -0.2369], [0.6223, 0.4838, -0.7038], [0.8976, 1.4993, 0.7946], [-1.7717, -0.4624, 1.0028], [1.4524, -0.5968, 0.9943], [-0.3366, 0.3956, -1.2919], [-0.3609, 0.2885, 0.2273], [-0.4955, 0.2707, -0.8395], [-0.3059, 0.4958, -0.7251], [-0.2615, -0.3804, -0.3050], [-0.1408, -0.4678, -0.4040], [-0.7642, -0.1004, 0.0578], [0.7959, 0.5316, -0.9919], [-0.4390, -0.2683, -0.5153], [1.2580, -0.1098, 0.6510], [-0.1383, -0.3242, 0.1208], [-0.1373, -1.2210, 0.0617], [0.6662, 1.1904, 0.0581], [0.3650, -1.9476, -0.6786], [1.0596, -0.2958, -0.8885], [-3.5272, -0.3452, -1.4393], [-0.0357, -1.5797, -0.7048], [-0.5024, -0.1722, 0.6581], [-0.3111, 0.5314, -0.3668], [0.2405, -0.4024, -0.7692], [0.8687, -0.2734, 0.8990], [-0.4320, 0.0895, 0.1308], [0.4257, -0.1250, 0.8699], [0.6363, 0.5133, -0.6155], [0.7414, 0.0179, -0.2040], [0.1175, 0.3164, -0.5529], [-0.0266, -0.0735, 0.1391], [-0.0067, -0.0633, 0.2671], [0.1018, -0.1734, -0.0915], [0.2215, 0.0262, 0.5851], [0.5538, -0.2223, -0.4526], [-0.6344, -0.2229, 0.0116], [-0.4320, -0.1474, 0.7726], [-0.1464, 0.2648, 0.0915], [0.1164, -0.3474, -0.0607], [0.0832, -0.0180, 0.0094], [-0.2569, -0.0936, -0.1284], [-0.2637, 0.6367, -0.1675], [-0.1868, -0.0627, 0.7253], [0.0447, -0.0547, 0.2065], [0.4420, 0.0297, -0.1362], [0.0810, -0.3135, -0.0606], [-0.1494, 0.0306, 0.1273], [-0.0502, 0.5024, 0.0064], [-0.3291, -0.2749, -0.3914], [0.2614, -0.1871, 0.1217], [-0.0105, 0.2486, 0.4656], [0.0679, 0.0055, 0.4719], [-0.7675, 0.2159, 0.6244], [-0.3538, 0.3494, 0.1679], [0.2469, 0.1044, 0.1587], [-0.0795, 0.3236, -0.4542], [-0.2408, 0.2649, -0.2795], [-0.1293, -0.1910, -0.0792], [0.0449, -0.1379, 0.4001], [-0.0501, -0.5426, 0.5776], [-0.1853, -0.1135, -0.2783], [0.0911, 0.2260, 0.2453], [0.1428, 0.0855, 0.6592], [0.3646, -0.0005, 0.0699], [0.0568, 0.8120, 0.7316], [-0.7170, -1.0179, -0.2614], [0.2830, 0.4047, 0.1404], [0.5963, -0.5056, -0.6580], [0.3524, -0.2655, -0.0582], [0.0133, 0.1139, 0.0280], [-0.1179, -0.0028, 0.1800], [-0.3291, -0.0772, -0.0783], [-0.2405, 0.3245, -0.2580], [-0.0962, -0.2281, 0.3761], [0.4744, 0.4838, 0.3400], [0.3271, 0.4859, -0.1558], [0.2621, -0.0962, -0.1316], [0.4017, 1.5457, 0.0082], [0.1247, 0.4855, 0.7320], [-0.5301, 0.4193, -0.0733]],
  "smiles": "CN(C)C=O.CN(C)C=O.CN(C)C=O.CN(C)C=O.BrCCBr.BrCCBr.BrCCBr.BrCCBr.BrCCBr.BrCCBr",
  "spin_multiplicity": 1,
  "e_tot_ha": -32353.71533,
  "de_lowest_kcal_mol": 77.1,
  "orbital_gap_ha": 0.3364,
  "homo_energy_ev": -9.34
}